Computed, not measured: 11 unconnected molecules or ions with the total composition C67H132F30N11O23S10 at a distorted geometry, with ωB97M-V/def2-TZVPD.

Electronic energy (hartree): -11941.898953
<S²>: 0.751
HOMO-LUMO gap (alpha / beta) (eV): 1.9 / 7.9
E_HOMO (alpha / beta) (Eh): -0.0989 / -0.3190
Multiplicity: 2
LUMO energy (alpha / beta) (eV): -0.76 / -0.80

```
273
Properties=species:S:1:pos:R:3:forces:R:3
C 4.2248 6.7779 -2.2881 0.8566 -0.0882 -0.7052
C 4.6652 5.6393 -3.1834 0.4871 -0.7973 0.7397
C 5.6438 4.6534 -2.4403 -0.1438 -0.7709 -0.5176
C 5.6444 3.2416 -3.0690 0.2560 0.4790 -0.5697
N 6.7065 2.1804 -2.5918 -1.4110 0.2469 -2.0990
C 6.4491 0.9428 -3.5364 2.3452 -0.5863 1.1616
C 7.5738 0.9795 -4.6693 -2.8535 0.0444 0.0177
C 8.5031 2.1258 -4.3300 -0.1973 1.0162 -1.4338
C 8.1475 2.6355 -2.9729 -0.7684 -1.2915 2.5144
C 6.4997 1.8545 -1.0873 -1.7334 -0.1389 -1.6308
C 4.9757 1.4491 -0.8505 1.9763 1.0329 0.9821
C 4.7679 1.0062 0.5977 0.3848 0.3159 -0.1019
H 5.0874 7.3536 -1.9525 -0.2830 0.1698 0.4128
H 3.6658 6.2809 -1.4953 -0.1016 0.7463 0.2937
H 3.6139 7.3733 -2.9666 -0.3170 0.4443 0.6651
H 5.1540 5.9868 -4.0936 -0.1726 -0.0346 -0.0874
H 3.6649 5.2642 -3.3997 0.4577 -1.2008 -0.6430
H 5.4533 4.6188 -1.3676 -0.2007 0.0941 0.0642
H 6.6661 5.0021 -2.5866 -0.0248 0.5388 0.2580
H 5.8646 3.4311 -4.1195 0.3451 -0.3752 -0.1843
H 4.6520 2.7952 -3.1320 0.1698 -0.3033 0.5359
H 6.6881 0.1489 -2.8287 -0.1584 -0.4314 -0.3003
H 5.4232 0.8081 -3.8790 0.1370 0.6629 0.0506
H 7.9076 -0.0163 -4.9609 0.6009 0.0570 0.8266
H 7.0311 1.2684 -5.5693 -0.0439 0.0884 -0.1056
H 9.5661 1.9339 -4.4763 -0.0580 -0.1277 0.4414
H 8.2538 2.8916 -5.0646 0.2604 0.2210 -0.0345
H 8.7430 2.0521 -2.2707 0.1662 0.2663 0.3294
H 8.2020 3.6837 -2.6790 0.3209 -0.0607 -0.5804
H 6.7668 2.8130 -0.6422 -0.1069 -0.3204 0.6107
H 7.1231 1.0235 -0.7573 0.3862 0.2176 -0.3585
H 4.6117 0.6583 -1.5065 0.2058 0.3181 -0.2918
H 4.4176 2.3822 -0.9284 -0.3572 -0.2419 -0.5514
H 5.2597 0.0729 0.8719 -0.5721 -0.3710 -0.3776
H 3.6803 1.0175 0.6679 0.0603 -0.4895 0.6850
H 5.1908 1.7047 1.3198 -0.2395 0.4650 -0.1250
C 0.3752 3.9212 -2.9426 0.1573 0.1817 -1.4793
C -1.0819 4.3110 -3.1015 -0.3664 0.0848 0.1229
C -1.4896 5.3479 -4.2295 0.8487 0.5207 1.1958
C -1.0731 6.8443 -3.8902 -0.4303 -0.5341 -0.1966
N -1.9065 7.9689 -4.6162 -1.3327 0.5846 -0.5089
C -1.8225 7.8477 -6.1736 1.4563 -0.9212 1.0421
C -1.3996 9.1698 -6.7099 0.5809 2.0071 -0.0545
C -0.7039 9.9776 -5.5136 -0.2682 -1.3444 -2.0823
C -1.4052 9.4014 -4.3497 -0.4533 -0.1642 2.0557
C -3.4182 7.9978 -4.2464 -0.5777 -1.9147 -0.5722
C -3.7759 7.5868 -2.7990 3.0081 0.5995 -0.9685
C -5.2029 7.7281 -2.5384 -1.6292 0.1704 0.1810
H 0.9777 4.8182 -2.7999 0.2792 -0.1118 0.7428
H 0.7880 3.4926 -3.8559 -0.1176 -0.1089 -0.1864
H 0.4689 3.1234 -2.2058 0.2750 0.4452 0.3493
H -1.3841 4.5446 -2.0806 -0.4955 0.9104 -0.1101
H -1.6334 3.3819 -3.2455 -0.2546 -0.0236 -0.6181
H -2.5756 5.3653 -4.3211 -0.1893 -0.3008 -0.1864
H -1.0586 4.9659 -5.1550 -0.0907 0.3082 -0.1853
H -0.0328 7.1161 -4.0691 -0.0167 -0.1849 -0.4291
H -1.1863 6.9143 -2.8083 -0.3915 0.6027 -0.0677
H -2.7337 7.4008 -6.5713 0.0609 0.0250 0.0868
H -0.9632 7.1982 -6.3407 -0.3783 -0.5246 0.0344
H -2.2296 9.7121 -7.1629 -0.0754 0.2047 0.2898
H -0.6386 9.1040 -7.4874 -0.2296 -0.4135 -0.1276
H -0.8730 11.0456 -5.6509 0.0949 -0.1123 0.2685
H 0.3628 9.7546 -5.5361 -0.0077 0.1215 0.0886
H -2.2865 10.0163 -4.1674 -0.0503 -0.2889 0.1020
H -0.8619 9.3701 -3.4053 0.2152 0.0410 -0.0907
H -3.9328 7.3112 -4.9186 0.4192 -1.1036 0.1020
H -3.9341 8.8482 -4.6923 0.7275 1.0092 0.7329
H -3.1965 8.2596 -2.1668 -0.0173 0.0175 0.4814
H -3.3400 6.5996 -2.6460 -0.3990 -0.1827 0.1011
H -5.3891 8.8012 -2.5798 -0.6567 -0.0322 -0.0098
H -5.5408 7.3447 -1.5756 0.3361 0.1159 0.1345
H -5.8076 7.1922 -3.2701 -0.0498 0.1830 -0.2261
C -4.2518 1.4910 -1.5834 -0.1533 -1.1163 -0.4311
C -3.7821 0.2905 -2.4544 0.8578 0.1979 1.8913
C -3.9268 0.4679 -3.9376 0.1569 0.5488 -0.5458
C -3.4680 -0.7265 -4.7583 0.8000 -1.6146 0.0132
N -3.2639 -0.5544 -6.2569 -0.8943 1.8292 -2.6285
C -1.9689 0.2941 -6.5812 0.0467 0.7939 2.2897
C -0.8067 -0.7242 -6.7218 -1.9444 0.7282 -0.7713
C -1.5026 -1.6769 -7.7054 -0.9689 0.3099 0.2411
C -2.9717 -1.8168 -7.1390 1.2746 -0.6161 1.9981
C -4.5145 0.1951 -6.8665 0.0290 0.1692 -0.7422
C -5.9102 -0.4336 -6.7284 0.8501 -0.0169 0.7396
C -7.0269 0.3986 -7.3538 0.3895 0.3612 -0.8385
H -5.3230 1.5960 -1.7557 -0.0444 0.4469 0.3589
H -3.7314 2.4372 -1.7316 -0.0123 -0.1012 -0.4444
H -4.0324 1.2018 -0.5557 -0.3930 0.2106 0.1749
H -4.2545 -0.6091 -2.0598 -0.8515 -0.0963 -0.3969
H -2.7942 0.0749 -2.0473 0.7479 0.1657 -0.9692
H -3.3910 1.3631 -4.2533 0.2950 0.1099 0.0570
H -4.9667 0.7596 -4.0846 -0.2307 -0.3503 -0.4167
H -4.0589 -1.6217 -4.5646 -0.8842 0.1883 -0.5570
H -2.5328 -1.1546 -4.3976 0.5985 0.7507 0.1193
H -2.0824 1.0493 -7.3590 -0.4740 -0.8947 -0.8608
H -1.9327 0.9949 -5.7471 0.5892 -0.3246 0.4618
H 0.0755 -0.2939 -7.1956 -0.0010 0.1638 0.4569
H -0.5987 -1.1608 -5.7449 0.2614 -0.0709 -0.1919
H -1.5839 -1.2040 -8.6840 0.2363 0.0757 -0.0453
H -0.9405 -2.6021 -7.8326 -0.5274 -0.2537 0.1294
H -3.7783 -2.0303 -7.8403 0.1675 0.2962 0.1278
H -2.9192 -2.5766 -6.3591 -0.3066 -0.5186 -0.3441
H -4.2776 0.3047 -7.9248 0.2249 0.1750 0.0601
H -4.6525 1.1803 -6.4211 0.9102 0.1659 0.0801
H -6.0402 -0.3686 -5.6482 -0.5169 -1.0815 0.1328
H -5.8730 -1.4295 -7.1700 -0.3755 -0.2432 0.5127
H -6.7893 0.5817 -8.4017 0.0558 0.1983 -0.1283
H -7.1538 1.3691 -6.8741 0.1384 -0.0123 0.0814
H -8.0080 -0.0747 -7.3924 0.1871 -0.3430 0.4312
C -0.2715 -7.3670 4.1079 0.2886 -0.5909 -0.0241
C 0.5023 -6.4372 5.0408 0.0937 -0.2869 -0.3559
N 1.6876 -5.6028 4.4278 0.5380 1.4281 0.2244
C 1.2044 -4.3278 3.6969 0.3711 -0.1385 0.6769
C 2.5289 -5.1960 5.6852 -0.3440 1.2340 0.3431
C 1.7845 -4.5203 6.9196 -0.3990 -1.0883 -0.7789
C 2.6493 -6.2618 3.3735 -0.7836 -0.7796 0.0825
C 3.4489 -7.4185 3.8971 -1.3159 -1.4982 -1.3075
O 2.5086 -8.3197 4.4481 -1.2271 2.1678 1.1315
C 2.7987 -9.6329 4.6970 1.3078 -0.4384 0.7433
H 0.2826 -8.2689 3.8481 0.4546 0.3618 -0.1153
H -0.6274 -6.9381 3.1711 -0.0570 0.3518 0.1287
H -1.1154 -7.8106 4.6362 -0.2460 0.6637 0.2906
H 0.9319 -6.9841 5.8802 0.1159 -0.2327 -0.4371
H -0.1487 -5.7290 5.5534 0.0556 0.3230 -0.5372
H 2.0547 -3.6785 3.4883 0.4182 -0.5404 -0.2086
H 0.5977 -3.6536 4.3014 -0.3718 -0.7901 0.3301
H 0.7152 -4.6089 2.7643 -0.0328 -0.1091 0.1872
H 3.2571 -4.4738 5.3161 0.0996 -0.2214 -0.1321
H 3.0378 -6.1007 6.0179 -0.1534 0.0599 -0.1046
H 1.0624 -3.7444 6.6651 0.1449 -0.1764 -0.2853
H 2.4666 -4.0541 7.6306 0.4111 -0.1551 -0.4601
H 1.2622 -5.2837 7.4962 -0.1119 -0.0337 -0.1268
H 3.3965 -5.6458 2.8731 -0.3273 1.2153 0.6480
H 2.0512 -6.6016 2.5280 -0.5067 -0.0401 0.3480
H 4.3033 -7.0358 4.4554 0.0594 -0.7560 0.6013
H 3.6982 -8.0124 3.0177 1.3967 0.7826 -0.4963
H 2.9495 -10.2146 3.7876 -0.1093 -0.1779 -0.1612
H 1.9991 -10.0240 5.3260 -0.0113 -0.1724 -0.2496
H 3.7193 -9.6357 5.2805 0.2397 -0.6634 0.1634
C -1.8693 -0.7886 3.0944 -0.9917 0.8180 -0.4499
C -0.4668 -1.2979 2.9369 0.2792 1.5215 0.6977
N 0.4964 -0.2113 2.2734 -1.7539 -1.2324 -0.2146
C 1.9013 -0.8989 2.4688 -1.1403 2.8418 -0.9689
C 0.1041 -0.1510 0.7050 2.1135 0.1989 1.5308
C -1.1129 0.6078 0.2386 -0.1795 0.1450 0.0368
C 0.3739 1.2308 2.9662 0.3313 -1.7488 -0.5486
C 1.3629 2.2841 2.5361 0.0358 -0.0242 0.0481
O 1.3915 2.5605 1.1533 -0.3452 0.4804 -0.5328
C 2.0727 3.7887 0.8948 0.4910 -0.3055 -0.4194
H -1.9131 0.2604 3.3872 0.1795 -0.1254 0.1255
H -2.4935 -1.2473 3.8613 0.5196 -0.4404 0.0772
H -2.4443 -0.8056 2.1686 0.0829 -0.1994 -0.1172
H -0.3952 -2.2318 2.3795 0.2055 0.2808 -0.3407
H -0.0708 -1.4835 3.9354 0.3307 0.1092 -0.0136
H 1.8972 -1.8752 1.9842 -0.0432 0.0482 0.4507
H 2.1197 -0.7497 3.5262 0.0648 -0.7821 -0.0543
H 2.5661 -0.2330 1.9186 0.2964 -0.3466 -0.0042
H 0.1749 -1.1950 0.3999 -0.3665 0.0009 -0.0327
H 1.0092 0.3225 0.3246 -0.3044 0.0926 -0.1461
H -2.0639 0.0961 0.3864 0.1210 0.0867 0.1629
H -1.0082 0.7738 -0.8336 0.2322 -0.2518 -0.1775
H -1.1763 1.6237 0.6287 0.0104 -0.2090 0.3178
H 0.5356 1.0667 4.0315 0.1027 -0.1846 0.0643
H -0.6318 1.6410 2.8741 -0.0399 -0.5729 -0.4417
H 2.3754 2.1012 2.8959 -0.0699 -0.0728 0.1340
H 0.9167 3.1418 3.0394 0.5348 0.3439 0.3861
H 3.1488 3.6241 0.9482 0.2588 0.0054 0.3875
H 1.8034 4.6121 1.5564 -0.2092 -0.1903 0.2960
H 1.9131 4.1308 -0.1277 -0.5121 -0.3593 -0.0848
C -4.7099 -1.9841 0.4316 -0.1563 1.0085 0.3143
C -4.8079 -2.4035 1.9109 -1.8957 -0.2452 -0.2331
N -6.3340 -2.5354 2.3592 -1.7575 -1.3995 0.1251
C -6.4707 -3.0394 3.8278 1.6579 0.4234 -0.4897
C -7.2664 -1.2643 2.1975 2.1144 0.6701 0.0204
C -6.6427 0.0179 2.8834 -0.5796 -1.2743 -0.4440
C -7.0925 -3.5937 1.4890 0.4958 1.4566 1.5313
C -6.4611 -4.9423 1.3868 0.7979 0.0761 -2.2583
O -5.9756 -5.6210 2.4588 0.1240 -0.5306 2.2057
C -5.1927 -6.8356 2.2254 -1.5105 1.1966 -1.6570
H -3.8172 -2.3472 -0.0776 0.2253 0.0041 0.4541
H -4.7325 -0.8966 0.3606 0.1517 0.0886 -0.0973
H -5.5219 -2.3210 -0.2127 -0.1453 -0.2280 0.3259
H -4.4252 -1.7296 2.6774 0.2919 0.1461 -0.5223
H -4.3131 -3.3721 1.9819 -0.4954 -0.1333 0.6739
H -5.8481 -3.9248 3.9566 -0.2615 -0.0842 -0.3445
H -7.4975 -3.2671 4.1139 0.0584 0.3123 -0.3918
H -5.9989 -2.3016 4.4768 -0.4218 0.2296 -0.0228
H -8.2375 -1.6184 2.5434 0.1856 0.3037 0.3914
H -7.3513 -1.1288 1.1193 0.0355 0.1124 -0.0105
H -7.3473 0.8429 2.9880 -0.3028 -0.3738 0.1910
H -5.8435 0.4797 2.3037 0.2212 -0.4276 -0.0564
H -6.2691 -0.2800 3.8631 -0.0042 0.4561 0.0201
H -7.1344 -3.1422 0.4978 0.0342 -0.4156 -0.0556
H -8.1316 -3.6749 1.8079 0.1542 0.3575 0.6056
H -5.6419 -4.7567 0.6921 0.3429 -0.4599 -0.5846
H -7.2746 -5.4205 0.8413 0.1130 -1.0055 -0.2838
H -5.7887 -7.4657 1.5652 -0.4221 -0.6085 0.5183
H -4.9556 -7.2964 3.1843 0.2032 0.3322 -0.3205
H -4.4054 -6.5849 1.5144 0.8980 0.1486 0.7222
C 2.2248 -0.9216 -2.6503 0.3279 -0.3576 -2.8263
F 3.4302 -1.4680 -2.8248 -0.1104 0.6037 0.3281
F 1.3255 -1.8518 -2.6186 -1.5331 -2.5389 -1.7009
F 2.0407 -0.3971 -1.5101 1.3462 2.8294 3.2221
S 1.8109 0.4012 -3.9895 3.4254 -0.3779 2.1812
O 0.3852 0.3857 -3.8527 -0.6605 0.2563 -1.1172
O 2.5443 1.6060 -3.4740 -1.6704 -2.4089 -1.2111
N 2.5655 -0.3572 -5.3589 -0.5351 2.2395 1.5391
S 3.1067 0.9509 -6.1529 -0.2149 0.9431 -1.2175
O 2.0067 1.7930 -6.5254 -1.1395 -0.2244 -1.0702
O 4.1353 1.7753 -5.5971 1.9122 -0.8524 0.2926
C 3.8531 0.2664 -7.8349 0.3931 0.7201 -0.0593
F 4.9023 -0.5955 -7.6731 -1.5297 0.9061 -0.1608
F 2.8439 -0.2854 -8.5106 0.5958 -0.3867 0.2253
F 4.3055 1.3142 -8.6212 -0.5446 -1.3175 1.5805
C 4.4577 -1.8644 6.1791 -0.9027 0.6357 -0.1555
F 5.5864 -1.1327 6.1960 -1.2066 -1.1912 0.7762
F 4.3451 -2.3394 4.9404 -0.0309 -0.4140 -0.4669
F 4.4736 -2.9479 7.0175 0.4877 1.5842 -0.5665
S 2.8016 -0.7832 6.4389 1.3586 0.9135 0.1451
O 1.6808 -1.5971 6.0001 1.1809 0.7183 -0.6021
O 2.8169 -0.3426 7.8110 -0.2342 -0.6670 -1.0456
N 3.1667 0.4840 5.3362 -2.6715 -5.7668 -0.8003
S 3.7433 1.6325 6.0885 1.5152 5.5993 3.1809
O 2.7579 2.5557 6.6380 0.5894 -0.6241 -1.0687
O 4.8159 1.3222 6.9739 1.0000 -0.2796 0.2676
C 4.6098 2.6514 4.7295 -0.3786 0.0034 1.8377
F 5.5746 3.4435 5.2605 -0.6113 -0.7017 -0.3169
F 5.1334 1.9527 3.7450 0.4169 -0.4843 -0.5431
F 3.6655 3.4348 4.2473 -0.4014 0.9734 -0.9358
C 6.9189 -6.7566 0.1229 -1.8657 0.6806 0.0828
F 7.0194 -6.7245 1.4709 0.6002 -0.2720 -0.9918
F 7.8597 -5.9882 -0.4577 -0.4966 -1.4056 0.7597
F 6.9653 -8.0491 -0.3085 0.2897 1.8005 0.4586
S 5.1333 -5.9960 -0.2687 1.0127 -1.4088 -1.1613
O 5.1630 -5.7788 -1.7324 0.2700 0.1937 2.5092
O 4.2085 -7.0302 0.1742 0.7263 1.3028 0.4388
N 5.1680 -4.5749 0.7340 0.7193 -3.9657 -1.3337
S 4.5749 -3.4911 -0.1817 -2.1162 3.3804 -0.7519
O 3.3480 -3.8662 -0.8789 1.4384 0.0906 -0.2480
O 4.3754 -2.2865 0.6074 0.8048 -0.0571 -0.2019
C 6.0860 -2.9922 -1.4531 -1.5387 0.9374 1.9502
F 6.5574 -1.7329 -1.0959 -1.0523 -0.4677 -0.7303
F 7.1354 -3.7397 -1.2714 0.3017 -0.8832 -0.5337
F 5.6317 -2.9931 -2.6910 0.6442 0.1833 0.0150
C -2.5848 -3.6040 5.9586 1.8693 -0.6450 3.0107
F -2.8784 -2.5011 6.6626 0.2326 -0.3284 -0.5491
F -3.0467 -3.5158 4.7661 -2.9709 -0.1561 -2.1311
F -1.2621 -3.6419 5.6657 0.9420 0.0814 1.2965
S -3.1133 -5.1752 7.0509 -0.5154 1.7753 -1.2704
O -4.4004 -4.7447 7.5545 1.1540 -0.2866 0.0613
O -3.1357 -6.2038 6.0209 0.3816 0.5525 0.9135
N -1.8906 -5.2306 8.2144 -2.6970 3.2780 -2.9946
S -1.7323 -6.6944 8.5423 -1.3138 -5.6662 3.3254
O -2.9015 -7.3573 9.2106 2.3420 1.7152 -1.2937
O -1.1852 -7.4572 7.4533 1.1196 -0.4571 -0.0254
C -0.4678 -6.5599 9.9989 -3.1386 1.0954 -1.4438
F 0.7522 -6.5282 9.6345 2.9274 0.1769 -1.2043
F -0.7685 -5.4156 10.6065 0.0614 0.2732 0.7050
F -0.6312 -7.5622 10.7934 -0.4366 -1.3459 1.2572
C -2.1490 4.4723 1.5528 -1.0884 1.4665 1.6249
F -2.4177 5.7982 1.7282 0.2660 -1.1102 0.3591
F -2.0672 4.3265 0.2501 0.2497 -0.9697 -0.3192
F -1.0092 4.1779 2.1797 -0.1665 0.0145 -0.6409
S -3.5846 3.4422 2.3320 -2.8913 1.4449 0.8551
O -4.8304 4.1984 1.9880 3.4580 -1.5541 0.5876
O -3.4942 2.0779 1.8384 0.5094 0.6800 -0.2880
N -3.2062 3.4720 3.9963 1.3189 2.1487 -4.8067
S -4.0927 2.4547 4.6664 -2.0960 -3.8881 4.7317
O -5.4899 2.3982 4.2809 0.4541 -0.0451 -0.6688
O -3.4564 1.1290 4.9183 -0.9206 2.2968 -0.5150
C -4.3251 3.2802 6.4298 0.7749 -0.1804 -1.4162
F -5.4606 2.8842 6.9682 -0.4133 0.2006 -0.1752
F -3.3598 2.8207 7.2500 -0.1362 1.3675 -0.4264
F -4.3792 4.6572 6.2521 0.5344 -2.0329 0.9046
```
Forces are in eV/Å.



Computed, not measured: a single C2H3NO2 molecule at a distorted geometry, with ωB97M-V/def2-TZVPD.

Electronic energy (hartree): -283.041461
HOMO-LUMO gap (alpha / beta) (eV): 8.6 / 8.6
Energy relative to the best compared isomer or geometry (same formula, charge and spin) (kcal per mole): 135.88
E_HOMO (alpha / beta) (Eh): -0.3238 / -0.3238
LUMO energy (alpha / beta) (eV): -0.19 / -0.19

```
8
Properties=species:S:1:pos:R:3:forces:R:3
C -1.0836 0.9318 0.2127 -2.0806 1.4021 -1.2002
O 2.0437 -0.7570 -0.3919 0.1007 0.2047 0.1618
O -2.1682 0.5633 -0.3841 -0.3952 -0.3598 -0.3267
N 0.8095 -0.2560 -0.7009 -0.1948 -0.7791 -0.2078
C 0.0417 0.0883 0.2486 1.6264 1.4319 2.0978
H 2.1804 -0.7861 0.5754 -0.2679 0.1315 -0.1699
H -2.1238 -0.2998 -0.8536 0.1533 0.0490 0.2010
H 0.3002 0.5155 1.2938 1.0581 -2.0805 -0.5559
```
Forces are in eV/Å.